# 1
{"formula": "C33H72IN9NbO9", "method": "wB97M-V/def2-TZVPD", "symbols": ["I", "Nb", "C", "C", "C", "C", "C", "C", "H", "H", "H", "H", "H", "H", "H", "H", "H", "C", "O", "N", "C", "C", "H", "H", "H", "H", "H", "H", "H", "C", "O", "N", "C", "C", "H", "H", "H", "H", "H", "H", "H", "C", "O", "N", "C", "C", "H", "H", "H", "H", "H", "H", "H", "C", "O", "N", "C", "C", "H", "H", "H", "H", "H", "H", "H", "C", "O", "N", "C", "C", "H", "H", "H", "H", "H", "H", "H", "C", "O", "N", "C", "C", "H", "H", "H", "H", "H", "H", "H", "C", "O", "N", "C", "C", "H", "H", "H", "H", "H", "H", "H", "C", "O", "N", "C", "C", "H", "H", "H", "H", "H", "H", "H", "C", "O", "N", "C", "C", "H", "H", "H", "H", "H", "H", "H"], "coordinates": [[-2.658, 3.701, -1.151], [-2.297, 2.374, -3.623], [-0.052, 2.732, -3.703], [0.464, 3.677, -4.709], [1.905, 3.928, -4.821], [2.807, 3.222, -3.923], [2.307, 2.270, -2.879], [0.862, 2.023, -2.766], [-1.911, 0.818, -2.717], [-4.058, 1.854, -3.720], [-2.681, 3.986, -4.454], [-2.120, 1.528, -5.236], [-0.225, 4.205, -5.394], [2.276, 4.626, -5.601], [3.906, 3.402, -4.011], [2.984, 1.718, -2.194], [0.475, 1.332, -1.995], [-4.450, -0.796, -1.380], [-3.938, -0.044, -2.185], [-4.040, -0.957, -0.101], [-4.695, -1.869, 0.813], [-2.904, -0.184, 0.367], [-5.318, -1.428, -1.641], [-5.071, -1.305, 1.669], [-3.971, -2.614, 1.157], [-5.529, -2.377, 0.328], [-3.125, 0.879, 0.266], [-2.032, -0.418, -0.248], [-2.692, -0.416, 1.408], [-8.209, -0.293, 1.987], [-7.709, -1.372, 1.730], [-7.946, 0.443, 3.091], [-8.582, 1.724, 3.332], [-6.998, -0.068, 4.064], [-8.940, 0.184, 1.314], [-7.814, 2.496, 3.406], [-9.142, 1.675, 4.269], [-9.264, 1.978, 2.522], [-6.029, -0.215, 3.582], [-7.349, -1.032, 4.439], [-6.892, 0.631, 4.891], [-2.952, -4.552, 2.630], [-2.445, -3.812, 1.814], [-2.534, -4.699, 3.911], [-3.188, -5.602, 4.835], [-1.394, -3.925, 4.367], [-3.823, -5.181, 2.383], [-3.563, -5.034, 5.690], [-2.468, -6.347, 5.183], [-4.023, -6.112, 4.354], [-1.613, -2.861, 4.258], [-0.525, -4.166, 3.753], [-1.178, -4.149, 5.411], [6.788, 1.777, -2.562], [7.683, 2.165, -1.832], [6.897, 0.765, -3.452], [5.790, 0.353, -4.293], [8.168, 0.070, -3.565], [5.787, 2.239, -2.552], [5.557, -0.694, -4.088], [6.078, 0.463, -5.341], [4.905, 0.961, -4.100], [8.425, -0.365, -2.598], [8.939, 0.784, -3.842], [8.109, -0.714, -4.316], [11.373, 0.441, -3.304], [10.978, -0.614, -3.763], [12.667, 0.738, -3.038], [13.065, 2.018, -2.488], [13.686, -0.258, -3.313], [10.681, 1.263, -3.059], [13.754, 2.508, -3.179], [13.565, 1.859, -1.530], [12.197, 2.659, -2.335], [13.663, -0.513, -4.374], [13.472, -1.159, -2.733], [14.671, 0.122, -3.050], [-10.380, -5.872, 1.154], [-10.427, -5.893, 2.369], [-9.427, -5.253, 0.420], [-9.439, -5.272, -1.028], [-8.358, -4.546, 1.106], [-11.141, -6.377, 0.536], [-8.519, -5.737, -1.390], [-9.497, -4.248, -1.402], [-10.294, -5.836, -1.402], [-7.817, -5.246, 1.745], [-8.788, -3.764, 1.732], [-7.673, -4.101, 0.387], [-11.559, 4.120, 2.398], [-10.397, 4.442, 2.253], [-12.326, 3.530, 1.450], [-13.709, 3.171, 1.692], [-11.741, 3.250, 0.150], [-12.095, 4.289, 3.347], [-13.830, 2.093, 1.559], [-14.348, 3.698, 0.980], [-14.007, 3.440, 2.705], [-10.882, 2.588, 0.275], [-11.397, 4.182, -0.300], [-12.474, 2.778, -0.501], [-1.949, 2.578, 2.620], [-2.451, 1.560, 3.063], [-0.812, 3.147, 3.087], [-0.270, 4.362, 2.510], [-0.118, 2.521, 4.195], [-2.393, 3.136, 1.780], [0.735, 4.164, 2.132], [-0.222, 5.137, 3.281], [-0.896, 4.713, 1.690], [0.166, 1.504, 3.915], [-0.785, 2.470, 5.058], [0.773, 3.092, 4.454], [16.394, -1.499, -1.761], [16.918, -0.745, -2.557], [16.794, -1.680, -0.480], [16.119, -2.599, 0.415], [17.934, -0.928, 0.011], [15.523, -2.115, -2.033], [15.738, -2.049, 1.278], [16.828, -3.359, 0.753], [15.287, -3.090, -0.089], [17.727, 0.140, -0.076], [18.810, -1.162, -0.597], [18.134, -1.179, 1.051]], "max_force_ev_per_a": 3.61, "e_homo_ev": -4.3, "energy_ev": -76873.2300, "orbital_gap_ha": 0.2109, "e_lumo_ev": 1.454, "charge": -1}

=====

# 2
{"formula": "C40H41N5O2P2PdS", "method": "wB97M-V/def2-TZVPD", "symbols": ["Pd", "N", "P", "C", "C", "C", "C", "C", "C", "C", "C", "C", "C", "C", "C", "P", "C", "C", "C", "C", "C", "C", "C", "C", "C", "C", "C", "C", "H", "H", "H", "H", "H", "H", "H", "H", "H", "H", "H", "H", "H", "H", "H", "H", "H", "H", "H", "H", "H", "O", "C", "C", "C", "C", "N", "C", "C", "C", "C", "C", "C", "O", "C", "C", "N", "H", "H", "H", "H", "H", "H", "H", "H", "H", "H", "H", "H", "C", "N", "C", "C", "N", "C", "S", "H", "H", "H", "H", "H", "H", "H", "H"], "coordinates": [[0.050, 0.516, -0.107], [-0.522, 1.985, -2.528], [0.795, 2.156, -1.469], [0.888, 3.832, -0.860], [0.893, 4.899, -1.761], [0.912, 6.197, -1.282], [0.935, 6.430, 0.089], [0.939, 5.371, 0.985], [0.910, 4.065, 0.513], [2.277, 1.873, -2.451], [3.389, 2.709, -2.356], [4.531, 2.419, -3.091], [4.567, 1.301, -3.913], [3.458, 0.467, -4.012], [2.315, 0.750, -3.282], [-1.592, 1.211, -1.470], [-2.721, 2.469, -0.876], [-3.695, 2.991, -1.731], [-4.486, 4.045, -1.309], [-4.309, 4.584, -0.038], [-3.332, 4.078, 0.807], [-2.533, 3.023, 0.388], [-2.518, -0.097, -2.268], [-3.896, -0.240, -2.114], [-4.530, -1.355, -2.645], [-3.799, -2.317, -3.324], [-2.423, -2.178, -3.477], [-1.780, -1.076, -2.942], [-0.786, 2.629, -3.265], [0.889, 4.719, -2.831], [0.912, 7.028, -1.975], [0.951, 7.447, 0.460], [0.961, 5.559, 2.050], [0.912, 3.228, 1.201], [3.360, 3.583, -1.716], [5.389, 3.076, -3.030], [5.456, 1.085, -4.490], [3.483, -0.394, -4.668], [1.442, 0.115, -3.366], [-3.841, 2.573, -2.721], [-5.242, 4.450, -1.969], [-4.931, 5.406, 0.288], [-3.186, 4.509, 1.789], [-1.739, 2.652, 1.023], [-4.466, 0.505, -1.574], [-5.600, -1.469, -2.530], [-4.301, -3.182, -3.738], [-1.856, -2.932, -4.008], [-0.707, -0.973, -3.032], [-4.633, -4.347, 1.151], [-4.631, -3.207, 1.979], [-3.422, -2.375, 1.654], [-3.297, -1.082, 2.141], [-2.188, -0.345, 1.790], [-1.206, -0.826, 1.016], [-1.284, -2.102, 0.595], [-2.391, -2.885, 0.883], [-0.128, -2.655, -0.158], [0.093, -4.023, -0.200], [1.200, -4.527, -0.872], [1.419, -6.022, -0.920], [0.280, -6.695, -1.424], [2.053, -3.620, -1.474], [1.769, -2.267, -1.372], [0.707, -1.784, -0.736], [-5.354, -4.929, 1.408], [-4.580, -3.478, 3.040], [-5.529, -2.598, 1.838], [-4.059, -0.637, 2.769], [-2.073, 0.670, 2.141], [-2.476, -3.889, 0.495], [-0.578, -4.712, 0.294], [1.560, -6.392, 0.096], [2.323, -6.259, -1.486], [0.275, -6.648, -2.385], [2.935, -3.951, -2.010], [2.430, -1.541, -1.829], [4.226, 0.308, 3.554], [4.324, 0.349, 2.107], [5.602, 0.125, 1.425], [5.231, 0.295, -0.055], [3.769, 0.198, -0.006], [3.309, 0.341, 1.251], [1.682, 0.448, 1.717], [4.283, -0.719, 3.922], [3.283, 0.746, 3.870], [5.045, 0.883, 3.981], [5.975, -0.876, 1.647], [6.340, 0.851, 1.761], [5.652, -0.488, -0.680], [5.544, 1.263, -0.447], [3.189, 0.447, -0.789]], "max_force_ev_per_a": 0.67, "e_homo_ev": -13.4, "energy_ev": -86574.9685, "e_above_lowest_kj_mol": 28.0, "orbital_gap_ha": 0.2963, "e_lumo_ev": -5.347, "charge": 2}

=====

# 3
{"formula": "C3H3NO", "method": "wB97M-V/def2-TZVPD", "symbols": ["N", "C", "C", "C", "O", "H", "H", "H"], "coordinates": [[-1.171, 1.664, 1.725], [-0.787, 1.008, 0.853], [-0.463, 0.046, -0.200], [0.872, -0.506, -0.422], [-0.095, -1.211, 0.332], [-1.186, 0.072, -1.020], [1.102, -1.002, -1.368], [1.727, -0.070, 0.101]], "max_force_ev_per_a": 1.18, "e_homo_ev": -11.4, "smiles": "N#C[C@H]1CO1", "energy_ev": -6695.1159, "e_above_lowest_kj_mol": 132.8, "orbital_gap_ha": 0.4470, "e_lumo_ev": 0.786, "charge": 0}

=====

# 4
{"formula": "C60H37Cl7LaN6O2SSi", "method": "wB97M-V/def2-TZVPD", "symbols": ["La", "Cl", "C", "C", "C", "C", "C", "C", "C", "C", "C", "C", "C", "C", "C", "C", "C", "C", "Cl", "C", "C", "C", "N", "C", "C", "C", "C", "C", "C", "Cl", "C", "C", "C", "C", "C", "C", "N", "C", "C", "C", "C", "C", "N", "C", "C", "C", "C", "Cl", "C", "C", "C", "C", "N", "H", "H", "H", "H", "H", "H", "H", "H", "H", "H", "H", "H", "H", "H", "H", "H", "H", "H", "H", "H", "H", "H", "H", "H", "C", "C", "C", "C", "C", "C", "C", "S", "O", "O", "N", "C", "C", "C", "C", "C", "C", "C", "C", "N", "C", "H", "H", "H", "H", "H", "H", "H", "H", "H", "H", "H", "H", "H", "Cl", "Si", "Cl", "Cl"], "coordinates": [[0.377, 0.484, 0.257], [5.587, -2.009, 8.162], [4.620, -1.647, 6.761], [4.249, -2.673, 5.907], [3.482, -2.376, 4.791], [3.080, -1.069, 4.529], [3.462, -0.057, 5.402], [4.236, -0.340, 6.518], [2.257, -0.780, 3.318], [0.903, -0.538, 3.525], [0.268, -0.583, 4.822], [-1.032, -0.253, 4.632], [-1.209, -0.034, 3.214], [-2.449, 0.183, 2.542], [-3.525, 1.000, 3.132], [-4.624, 1.406, 2.351], [-5.650, 2.178, 2.861], [-5.586, 2.619, 4.171], [-6.878, 3.570, 4.833], [-4.463, 2.350, 4.934], [-3.446, 1.570, 4.414], [-2.679, -0.507, 1.312], [-1.734, -0.853, 0.409], [-2.306, -1.759, -0.453], [-1.653, -2.461, -1.471], [-2.424, -3.544, -2.148], [-3.584, -3.305, -2.880], [-4.312, -4.347, -3.434], [-3.878, -5.648, -3.254], [-4.805, -6.965, -3.912], [-2.718, -5.918, -2.547], [-1.999, -4.866, -2.003], [-0.289, -2.353, -1.833], [0.301, -3.066, -2.943], [1.617, -2.744, -2.961], [1.839, -1.871, -1.835], [0.659, -1.621, -1.201], [3.113, -1.534, -1.349], [3.356, -1.107, -0.039], [4.636, -1.096, 0.628], [4.378, -0.960, 1.953], [2.944, -0.837, 2.086], [2.365, -0.883, 0.866], [4.271, -1.905, -2.205], [5.071, -2.997, -1.872], [6.106, -3.403, -2.699], [6.345, -2.705, -3.871], [7.625, -3.220, -4.931], [5.579, -1.604, -4.215], [4.542, -1.213, -3.382], [-3.679, -1.986, -0.058], [-3.921, -1.189, 1.006], [-0.033, -0.222, 2.575], [4.561, -3.688, 6.112], [3.181, -3.164, 4.113], [3.153, 0.960, 5.191], [4.543, 0.448, 7.193], [0.743, -0.849, 5.751], [-1.813, -0.260, 5.374], [-4.658, 1.152, 1.304], [-6.485, 2.457, 2.233], [-4.377, 2.766, 5.928], [-2.559, 1.444, 5.013], [-3.913, -2.285, -3.020], [-5.213, -4.150, -4.000], [-2.386, -6.940, -2.419], [-1.097, -5.068, -1.440], [-0.230, -3.701, -3.632], [2.370, -3.095, -3.649], [5.597, -1.203, 0.151], [5.086, -0.916, 2.765], [4.861, -3.544, -0.962], [6.718, -4.256, -2.441], [5.794, -1.061, -5.125], [3.935, -0.353, -3.640], [-4.366, -2.680, -0.512], [-4.815, -1.162, 1.606], [0.898, 8.209, 0.099], [0.782, 6.763, -0.304], [-0.459, 6.210, -0.602], [-0.570, 4.889, -1.005], [0.569, 4.107, -1.106], [1.813, 4.638, -0.810], [1.913, 5.957, -0.402], [0.442, 2.509, -1.897], [1.578, 1.707, -1.421], [0.421, 2.867, -3.295], [-0.929, 1.972, -1.247], [-1.898, 1.330, -2.015], [-3.238, 1.440, -1.685], [-4.238, 0.883, -2.490], [-3.944, 0.254, -3.668], [-2.599, 0.090, -4.051], [-2.197, -0.504, -5.269], [-0.872, -0.584, -5.574], [0.071, -0.139, -4.628], [-0.265, 0.374, -3.477], [-1.567, 0.560, -3.194], [0.802, 8.316, 1.182], [0.111, 8.803, -0.366], [1.866, 8.615, -0.194], [-1.352, 6.820, -0.528], [-1.530, 4.453, -1.243], [2.685, 4.003, -0.892], [2.887, 6.371, -0.167], [-3.505, 2.009, -0.802], [-5.274, 1.010, -2.198], [-4.733, -0.096, -4.324], [-2.951, -0.869, -5.958], [-0.535, -1.015, -6.508], [1.133, -0.221, -4.828], [-2.663, 4.281, 1.577], [-1.086, 2.863, 1.827], [1.851, 2.367, 1.499], [-0.439, 3.598, 3.651]], "max_force_ev_per_a": 2.24, "e_homo_ev": [-4.5, -4.5], "energy_ev": -183096.3695, "e_above_lowest_kj_mol": 250.3, "orbital_gap_ha": [0.1907, 0.1906], "e_lumo_ev": [0.647, 0.646], "charge": -1}